## one
DFT (ωB97M-V/def2-TZVPD) results for one molecule with the formula C11H16N2.

ORCA input file:
```
! RIJCOSX wB97M-V def2-TZVPD def2/J DEFGRID3
* xyz 0 1
H 0.758 -0.714 2.095
C -1.624 0.881 -0.060
H -3.124 -2.587 0.212
H 3.016 1.323 -0.078
H 0.789 0.989 1.829
H -0.903 2.347 -1.481
C -2.673 -1.652 0.114
H 1.207 -1.990 -0.634
C -2.973 0.700 0.001
C -3.610 -0.579 -0.107
H -3.649 1.566 -0.041
H 0.539 -0.920 -1.877
C 1.137 -0.931 -0.939
H -0.191 2.546 0.237
C -1.378 -1.423 0.240
H -0.582 -2.183 0.469
C -0.797 -0.242 0.103
C 2.449 -0.446 -1.357
C 1.114 -0.012 1.346
N 0.576 -0.183 0.100
H 3.143 -1.159 1.347
H -4.641 -0.602 -0.235
H 2.390 0.445 -2.013
N 3.048 0.336 -0.166
H 3.238 0.441 1.875
C -1.159 2.256 -0.263
H -1.796 3.123 0.068
C 2.689 -0.163 1.095
H 3.004 -1.169 -1.879
*
```

Its structure (SMILES) is Cc1ccccc1N1CCNCC1. The calculation puts the gap between HOMO and LUMO at 8.97 eV.



## two
DFT (ωB97M-V/def2-TZVPD) results for C11H16N2 as an isolated structure.

ORCA input file:
```
! RIJCOSX wB97M-V def2-TZVPD def2/J DEFGRID3
* xyz 0 1
H 2.617 -2.401 0.241
H -4.024 -0.185 1.626
H 4.756 -0.899 1.366
N -1.351 0.048 -0.291
H -3.757 0.102 -1.302
H 2.844 1.761 -0.340
H -4.428 1.203 0.558
C 2.285 0.871 -0.247
C -3.557 -0.672 -0.455
C 0.877 0.981 -0.306
C -1.992 0.565 0.936
C 0.062 -0.115 -0.267
H 0.857 3.008 -0.991
H -1.823 -1.465 -1.658
C -2.111 -1.154 -0.604
H -2.040 -2.076 0.083
C 2.068 -1.427 0.180
H -1.761 1.558 1.342
H 0.151 -2.290 -0.254
H 4.634 0.826 -0.154
C 0.648 -1.366 -0.007
H -4.309 -1.349 -0.390
N 4.351 -0.420 0.209
C 0.322 2.303 -0.400
H -1.658 -0.216 1.752
H -0.711 2.230 -0.679
H 0.533 2.633 0.768
C 2.920 -0.311 0.213
C -3.670 0.351 0.725
*
```

The calculation puts the gap between HOMO and LUMO at 8.36 eV.



Most stable one: one, least stable one: two.



## one
DFT (ωB97M-V/def2-TZVPD) results for an isolated ion of composition C5H9N2O2 and charge +1.

ORCA input file:
```
! RIJCOSX wB97M-V def2-TZVPD def2/J DEFGRID3
* xyz 1 1
N 0.420 -0.739 0.029
C 1.185 -2.010 0.080
H -3.009 1.456 -0.838
C 2.221 1.061 -0.203
C 0.831 0.504 -0.058
H 1.574 -2.135 1.117
H 2.134 2.178 0.058
H 1.866 -1.990 -0.704
N -1.440 0.459 -0.029
H -2.564 2.197 0.547
H 2.831 0.555 0.492
O -0.296 1.253 -0.030
H -3.452 0.633 0.639
C -2.668 1.175 0.120
O -1.594 -1.913 0.113
H 2.546 0.987 -1.270
H 0.398 -2.779 -0.152
C -0.981 -0.893 0.090
*
```

Its structure (SMILES) is Cc1on(C)c(=O)[n+]1C. The calculation puts the gap between HOMO and LUMO at 10.01 eV.



## two
DFT (ωB97M-V/def2-TZVPD) results for an isolated ion of composition C5H9N2O2 and charge +1.

ORCA input file:
```
! RIJCOSX wB97M-V def2-TZVPD def2/J DEFGRID3
* xyz 1 1
H 0.606 0.680 1.164
H -2.110 1.083 -1.711
H -0.451 1.328 -1.177
C 2.545 0.155 0.439
N -2.724 -0.127 0.739
C 1.202 0.017 0.560
H -2.867 -0.985 1.264
H 3.012 0.974 0.968
O 0.566 -1.057 -0.041
C -1.472 1.210 -0.830
H 2.971 -1.418 -0.784
H 4.346 -0.520 -0.258
C -1.641 0.038 0.044
N 3.349 -0.628 -0.287
O -1.301 -2.223 -0.340
H -1.806 2.126 -0.340
C -0.733 -1.186 -0.102
H -3.491 0.534 0.691
*
```

Its structure (SMILES) is CC(=[NH2+])C(=O)O/C=C\N. The calculation puts the gap between HOMO and LUMO at 6.26 eV.



Most stable one: two, least stable one: one.



## one
DFT (ωB97M-V/def2-TZVPD) results for a 3-piece molecular cluster, CH10NO2 overall.

ORCA input file:
```
! RIJCOSX wB97M-V def2-TZVPD def2/J DEFGRID3
* xyz 1 1
O 0.649 2.183 -0.416
H -1.113 -0.664 -0.390
H 1.599 2.295 -0.565
H 0.026 -2.904 -1.821
H 1.312 -2.082 -1.578
C -0.175 -0.289 1.426
H -1.843 0.581 0.470
H 0.242 -1.287 1.356
O 0.359 -2.044 -1.501
H 0.659 0.394 1.584
H -0.762 -0.176 2.333
N -0.957 0.132 0.229
H 0.384 2.990 -0.897
H -0.381 0.871 -0.230
*
```

The calculation puts the gap between HOMO and LUMO at 12.53 eV.



## two
DFT (ωB97M-V/def2-TZVPD) results for a 3-piece molecular cluster, CH10NO2 overall.

ORCA input file:
```
! RIJCOSX wB97M-V def2-TZVPD def2/J DEFGRID3
* xyz 1 1
H 0.240 0.816 0.447
H -1.231 -1.805 1.967
C 1.978 -0.361 -0.624
H 1.893 -0.989 -1.615
O -1.530 2.055 -0.393
H 2.398 -0.798 0.367
H 2.554 0.622 -0.645
H 0.039 -0.776 0.027
H -0.071 -2.573 1.305
H -2.056 1.642 -1.091
N 0.522 0.083 -0.303
O -0.680 -1.759 1.238
H -1.420 2.977 -0.584
H -0.192 0.093 -1.072
*
```

The calculation puts the gap between HOMO and LUMO at 12.43 eV.



Most stable one: one, least stable one: two.



## one
DFT (ωB97M-V/def2-TZVPD) results for one molecule with the formula C3H5FN4.

ORCA input file:
```
! RIJCOSX wB97M-V def2-TZVPD def2/J DEFGRID3
* xyz 0 1
N -0.002 0.536 -0.074
N -0.575 -1.531 -0.796
C -1.398 1.063 0.046
H -1.330 2.125 0.220
H -2.033 0.805 -0.782
H -0.214 -2.305 -1.327
H -1.976 0.498 0.877
H -1.604 -1.356 -1.034
N 0.985 1.400 0.633
F 3.075 -1.183 1.246
C 2.723 -0.116 0.461
C 0.370 -0.691 -0.402
N 1.978 0.756 0.932
*
```

The calculation puts the gap between HOMO and LUMO (spin up / spin down) at 8.43 / 8.44 eV.



## two
DFT (ωB97M-V/def2-TZVPD) results for one molecule with the formula C3H5FN4.

ORCA input file:
```
! RIJCOSX wB97M-V def2-TZVPD def2/J DEFGRID3
* xyz 0 1
N -1.422 0.549 0.935
H 1.476 -2.122 1.687
N -0.765 -0.457 0.895
H -0.155 0.622 -2.051
C 0.869 -2.007 0.715
C -0.297 2.009 -0.652
H -0.007 -2.627 0.527
F -2.090 2.689 0.608
H 1.322 1.272 -1.577
C -1.266 1.765 0.186
H 1.639 -2.319 -0.152
N 0.321 1.353 -1.638
N 0.377 -0.727 0.516
*
```

The calculation puts the gap between HOMO and LUMO (spin up / spin down) at 8.08 / 6.58 eV.



Most stable one: one, least stable one: two.



## one
DFT (ωB97M-V/def2-TZVPD) results for one molecule with the formula C12H14N2Si.

ORCA input file:
```
! RIJCOSX wB97M-V def2-TZVPD def2/J DEFGRID3
* xyz 0 1
H -3.103 3.662 -0.222
H -2.882 3.824 -2.590
N 0.595 0.787 2.414
H -0.026 0.053 2.800
C -1.215 2.418 -2.608
N 2.279 1.070 -0.146
C -0.377 -3.659 -0.014
C -0.488 1.522 -0.500
H -1.030 -1.607 -0.627
H 0.429 -5.313 1.076
C -2.209 3.193 -2.035
C 0.563 -4.317 0.851
H 2.492 -1.641 1.585
C 0.730 -1.497 0.396
H 0.684 1.627 -2.376
H 3.095 0.846 0.384
C -2.368 3.003 -0.666
H 2.302 -4.138 1.781
H 2.559 1.990 -0.442
C 1.555 -3.552 1.385
C -0.301 1.736 -1.805
C 1.605 -2.191 1.230
H -0.873 2.336 -3.688
Si 0.753 0.437 0.486
H -1.833 2.102 1.094
C -1.563 2.142 0.069
H 0.119 1.625 2.701
C -0.248 -2.266 -0.204
H -1.242 -4.193 -0.330
*
```

Its structure (SMILES) is N[Si](N)(c1ccccc1)c1ccccc1. The calculation puts the gap between HOMO and LUMO at 9.96 eV.



## two
DFT (ωB97M-V/def2-TZVPD) results for a 2-piece molecular cluster, C12H14N2Si overall.

ORCA input file:
```
! RIJCOSX wB97M-V def2-TZVPD def2/J DEFGRID3
* xyz 0 1
H -4.401 0.715 1.114
H -3.767 2.912 0.214
C -1.155 1.098 -1.016
H 1.776 -3.053 1.745
H -3.071 -1.165 0.686
N 1.041 -3.139 1.000
N 0.413 -4.417 1.336
H 1.785 -0.305 -2.313
H 0.899 -2.627 -1.716
C -2.792 -0.273 0.184
H -0.154 1.204 -1.354
H 2.184 1.957 2.038
C 2.383 2.097 -0.067
C -1.989 2.231 -0.830
H 0.234 -4.718 0.298
C 2.122 1.445 1.095
Si 0.813 -2.097 -0.283
C 1.621 -0.461 -0.227
H 1.428 -0.401 1.933
H -1.652 3.176 -1.289
H 2.486 2.150 -2.361
C -1.530 -0.090 -0.478
C 1.790 0.111 1.024
C -3.506 0.885 0.429
H 2.485 3.159 -0.033
H -0.499 -4.285 1.757
C -3.202 2.104 -0.154
C 1.926 0.246 -1.363
C 2.331 1.541 -1.368
*
```

The calculation puts the gap between HOMO and LUMO (spin up / spin down) at 7.27 / 6.79 eV.



Most stable one: one, least stable one: two.



## one
DFT (ωB97M-V/def2-TZVPD) results for a 3-piece molecular cluster, C6H19NO2 overall.

ORCA input file:
```
! RIJCOSX wB97M-V def2-TZVPD def2/J DEFGRID3
* xyz 0 1
C 0.506 0.044 -1.212
H -1.731 -1.518 1.933
H -1.265 0.125 -2.470
H 0.243 0.564 2.648
H 0.887 -2.123 -1.301
H -0.004 1.213 -3.030
H 2.718 -0.353 -1.336
C -0.457 0.685 -2.149
C -1.922 0.148 1.068
H -1.786 1.011 0.136
C 0.076 -1.403 -0.839
H 0.733 0.449 -0.228
H -1.205 0.727 1.771
O 0.836 2.327 0.969
H -3.030 0.232 1.205
C -0.174 -1.752 0.581
O 0.179 0.217 3.578
H -0.826 1.623 -1.651
H 1.535 2.329 0.344
H -0.404 -0.414 3.407
H -0.855 -1.567 -1.404
H 2.072 0.963 -2.279
N -1.608 -1.319 0.943
H 1.311 2.595 1.839
H 0.459 -1.164 1.270
H 1.855 -0.607 -2.753
H -0.077 -2.931 0.892
C 1.935 -0.103 -1.930
*
```

Its structure (SMILES) is CNCCC(C)C.O.O. The calculation puts the gap between HOMO and LUMO at 9.62 eV.



## two
DFT (ωB97M-V/def2-TZVPD) results for a 3-piece molecular cluster, C6H19NO2 overall.

ORCA input file:
```
! RIJCOSX wB97M-V def2-TZVPD def2/J DEFGRID3
* xyz 0 1
H -1.622 -0.231 -1.003
H 1.659 0.108 -2.616
H -1.356 2.355 0.403
C 0.013 -1.398 -0.611
C -0.924 0.390 1.033
O 1.714 2.468 0.245
H -2.551 -1.143 1.188
H -1.068 -1.543 1.981
N 0.563 -1.370 -1.970
H 1.480 -2.598 0.249
H -2.046 2.024 2.085
H -2.835 1.406 0.628
H -0.095 0.777 1.640
H 2.055 2.287 1.126
C -1.706 -0.686 1.757
H 1.993 -0.926 0.183
H -0.023 0.753 -0.910
H -0.788 -2.162 -0.494
C 1.144 -1.584 0.411
H 1.275 -2.092 -2.058
H 0.757 -1.526 1.426
H 2.536 2.607 -0.249
C -1.837 1.664 1.085
C -0.685 0.010 -0.421
H -1.917 -0.384 2.784
H 2.319 1.406 -2.190
H -0.084 -1.560 -2.724
O 2.027 0.948 -2.978
*
```

Its structure (SMILES) is CC(C)C[C@H](C)N.O.O. The calculation puts the gap between HOMO and LUMO at 10.08 eV.



Most stable one: two, least stable one: one.